{"formula": "C2H3BrN2S", "method": "ωB97M-V/def2-TZVPD", "elements": ["C", "C", "N", "N", "S", "Br", "H", "H", "H"], "positions_angstrom": [[1.274, -1.287, -0.641], [-0.657, -0.579, 0.083], [0.112, -1.701, -0.222], [-0.043, 0.561, 0.116], [1.491, 0.396, -0.495], [-1.577, 3.089, 1.374], [1.944, -2.096, -0.911], [-1.755, -0.681, 0.366], [-0.788, 2.297, 0.329]], "atomic_forces_ev_per_a": [[-0.3174, -1.1116, 0.6402], [-0.4086, -1.2064, 0.9367], [-1.1853, 1.0307, -0.5489], [0.0080, 0.7337, -0.9932], [-0.2439, -0.4092, 0.2601], [0.7301, -0.5477, -1.1583], [0.6131, 0.6695, -0.2552], [1.7526, 0.1903, -0.3202], [-0.9487, 0.6506, 1.4387]], "mulliken_charge": [-0.045, -0.022, -0.477, -0.239, 0.043, -0.319, 0.385, 0.331, 0.343], "total_charge": 0, "multiplicity": 1, "energy_ev": -85979.989, "orbital_gap_ev": 10.36}